[1]
Molecular formula: C10H13NO
Method: DFT, ωB97M-V with the def2-TZVPD basis set

Output
SMILES string	C[C@@H]1C(=O)[C@@]2(C#N)[C@@H](C)CC[C@@H]12
ΔE to the lowest compared entry with this formula, charge and spin	55.6	kcal per mole
calculated total energy	-518.7542	Ha
2S+1	1
HOMO-LUMO gap	10.14	eV

Last column: natural (NBO) charge in e.
Cartesian coordinates (Å):
C 1.72377 -0.32422 -1.14385  0.30
C 0.66363 -1.05884 0.89517  0.66
C -1.15516 1.45911 0.08900  -0.42
C -1.89032 0.23182 -0.55539  -0.41
C 0.61391 0.25124 1.69141  -0.35
C 0.28625 1.05522 0.38557  -0.17
C -0.72211 -0.48145 -1.44057  -0.17
C 0.48124 -0.23761 -0.51287  -0.31
C 1.96457 0.78215 2.17712  -0.60
C -1.14734 -1.89849 -1.80292  -0.63
N 2.74660 -0.11714 -1.61322  -0.31
O 0.88323 -2.21401 1.18527  -0.50
H -1.31500 2.30822 -0.61866  0.22
H -1.66672 1.69817 0.93480  0.21
H -2.43646 -0.38292 0.24826  0.21
H -2.71798 0.57140 -1.25814  0.22
H -0.08654 0.08624 2.60735  0.25
H 0.97329 1.85333 0.09496  0.23
H -0.50591 0.22267 -2.40588  0.22
H 1.86168 1.51765 3.02028  0.22
H 2.35736 1.27149 1.31860  0.21
H 2.66550 0.01495 2.65541  0.23
H -0.40418 -2.38970 -2.49511  0.22
H -1.94472 -1.67860 -2.52776  0.23
H -1.22857 -2.54068 -0.92882  0.23

Cartesian forces, eV/Å:
C 1.261 0.845 -0.779
C 0.461 -0.560 -0.270
C -0.328 -0.890 -2.726
C -0.167 0.231 -0.962
C -0.487 -0.457 1.352
C -1.350 -0.629 -1.116
C -0.955 2.202 0.593
C -1.164 -1.574 1.742
C 0.652 -0.896 2.450
C 1.976 0.625 -2.138
N 0.837 -0.356 -0.443
O -0.632 1.950 -0.630
H 0.811 -0.481 0.522
H -1.320 0.968 2.618
H 1.277 0.292 -1.249
H 0.958 -0.356 0.884
H 0.633 0.810 -1.780
H 0.024 -0.152 0.551
H -0.739 -1.749 2.108
H -0.265 -0.365 -1.002
H 1.242 0.255 -0.199
H -0.928 0.738 -1.128
H -0.288 0.429 0.862
H -0.683 -0.955 0.912
H -0.827 0.076 -0.173

[2]
Molecular formula: C7H8O2S
Method: DFT, ωB97M-V with the def2-TZVPD basis set

Output
SMILES string	C=C=C1SC=C[C@@H]1O.C=O
ΔE to the lowest compared entry with this formula, charge and spin	85.1	kcal per mole
calculated total energy	-820.0501	Ha
2S+1	1
HOMO-LUMO gap	8.66	eV

Last column: natural (NBO) charge in e.
Cartesian coordinates (Å):
C -0.82866 2.25453 1.01542  -0.46
C -0.07135 1.18089 0.79661  0.09
C 2.03498 -1.56975 -0.42900  -0.24
C 1.49049 -2.24199 0.55263  -0.37
C 1.50373 -0.18244 -0.65376  0.04
C 0.68611 0.16093 0.58664  -0.29
C -3.40563 -0.04184 -0.67011  0.22
O 2.57454 0.75386 -0.97982  -0.69
O -3.59039 1.16968 -0.61298  -0.53
S 0.28014 -1.36580 1.45099  0.28
H -1.83985 2.20770 0.58571  0.25
H 2.81835 -1.82223 -1.12321  0.23
H 1.72027 -3.29533 0.87063  0.24
H 0.92324 -0.39804 -1.58621  0.20
H -2.96625 -0.39192 0.32517  0.16
H -3.66246 -0.55474 -1.66317  0.15
H 2.80165 1.03185 -0.07705  0.47
H -0.46889 3.10464 1.61152  0.23

Cartesian forces, eV/Å:
C 0.798 -1.588 -0.298
C -0.965 3.016 0.495
C 0.859 0.863 -0.310
C 0.295 -1.944 0.811
C 0.704 -0.502 -1.118
C -0.730 -1.596 -1.026
C 0.019 2.591 0.703
O -1.403 -0.634 1.205
O -0.064 -1.318 -0.674
S 0.094 0.202 0.568
H 0.413 0.454 0.223
H 0.117 -0.642 0.093
H -0.289 1.268 -0.459
H -0.129 1.259 0.582
H -0.420 -1.142 -1.594
H 0.519 -0.151 1.574
H 0.504 0.336 -0.496
H -0.322 -0.472 -0.279

[3]
Molecular formula: C22H26N2O2
Method: DFT, ωB97M-V with the def2-TZVPD basis set

Output
ΔE to the lowest compared entry with this formula, charge and spin	380.4	kcal per mole
calculated total energy	-1113.3837	Ha
2S+1	1
HOMO-LUMO gap	8.11	eV

Last column: natural (NBO) charge in e.
Cartesian coordinates (Å):
C 6.83482 1.55831 -0.19795  -0.27
H 6.93840 0.55983 -0.81913  0.17
O 5.80655 1.22333 0.77889  -0.48
C 4.63910 0.92939 0.36581  0.30
C 3.77240 0.80012 1.23370  -0.17
C 2.53575 0.45219 1.21674  -0.23
C 2.10825 0.30552 -0.00980  -0.05
C 3.00737 0.18402 -1.19907  -0.10
C 4.33525 0.61947 -0.94716  -0.29
H 4.88483 0.82821 -1.76720  0.21
H 2.72803 -0.05589 -1.99377  0.15
C 0.78012 -0.43835 -0.39551  -0.09
N -0.23800 0.91405 -0.66365  -0.38
C -1.37041 0.82914 -1.14276  0.15
C -1.66042 0.08227 -2.46362  -0.28
C -2.86769 0.49373 -2.88049  -0.15
C -3.85452 1.48258 -2.53275  -0.29
C -3.43409 2.18030 -1.31891  -0.17
C -2.31883 1.71192 -0.73209  -0.09
C -1.61660 2.55497 0.58582  -0.44
H -1.30489 3.51288 0.15715  0.22
H -2.20854 2.57225 1.50341  0.22
C -0.36805 1.60885 0.84017  -0.25
H -0.47418 1.10224 1.78420  0.20
H 0.58048 2.00118 0.78871  0.21
H -4.20494 2.78802 -0.96651  0.22
H -4.77212 1.63657 -3.07708  0.23
H -3.18780 -0.34751 -3.77098  0.18
H -0.96855 -0.49830 -2.68111  0.19
C 0.04213 -1.30763 0.65545  0.63
O 0.78615 -2.08530 1.45693  -0.66
N -1.18180 -1.61331 0.35557  -0.58
H -1.76156 -1.06749 -0.19063  0.41
C -2.02633 -2.33609 1.21508  -0.09
C -3.06677 -1.54250 2.01993  -0.39
H -2.71144 -0.79514 2.54215  0.21
H -3.43778 -2.27209 2.78726  0.19
C -4.25299 -1.32041 1.25752  -0.40
H -5.13635 -1.19232 1.53119  0.21
H -3.83983 -0.72048 0.45012  0.19
C -4.39953 -2.70623 0.45986  -0.40
H -4.85623 -3.37022 1.19138  0.20
H -4.56986 -2.71631 -0.63692  0.23
C -2.82899 -3.27028 0.38609  -0.42
H -2.28424 -3.55559 -0.56049  0.23
H -3.00638 -4.39020 0.83521  0.21
H -1.44104 -2.84202 1.94492  0.25
H 0.48399 -0.69683 -1.42594  0.24
H 1.84013 0.05633 2.02944  0.26
H 4.27106 0.94694 2.55271  0.17
H 7.80064 1.76536 0.22856  0.21
H 6.58218 2.22578 -0.99071  0.19

Cartesian forces, eV/Å:
C -0.708 -4.350 -1.263
H 0.334 1.635 1.100
O 6.132 2.775 0.623
C 3.611 0.065 -7.434
C 0.104 0.978 14.414
C -5.178 -1.920 2.282
C -2.108 -5.428 -8.495
C 4.950 6.050 15.921
C -4.426 -0.984 0.158
H 2.356 0.223 -2.247
H -4.532 -3.643 -12.234
C -2.917 4.475 0.521
N 7.784 -1.212 8.727
C -6.007 -1.724 -7.709
C -5.036 8.381 8.046
C -3.717 -3.739 -5.825
C 3.700 -0.404 2.427
C -2.412 -2.999 -4.317
C 1.243 3.383 5.240
C 0.746 -2.722 -1.894
H -0.248 -0.017 0.532
H -0.221 0.447 -0.481
C -2.260 1.266 -3.669
H -0.238 -1.438 -0.198
H 1.763 1.806 0.673
H -0.344 1.534 1.240
H 0.083 -0.083 0.060
H 0.328 2.788 1.801
H 5.323 -5.750 -3.193
C 6.522 -4.073 1.100
O -3.308 4.065 -2.696
N -0.963 0.127 1.373
H -0.513 1.796 -1.975
C -0.810 -1.232 1.747
C -0.987 -5.317 1.358
H 2.021 4.171 2.458
H 0.887 0.189 0.040
C 6.655 -2.683 -7.973
H -7.207 2.337 3.258
H -1.260 1.361 -0.366
C 3.736 -0.025 -0.448
H -0.735 -0.374 -0.952
H -1.541 0.232 1.072
C -2.399 -4.069 0.674
H -1.173 0.926 0.470
H 1.015 2.659 -0.555
H 0.832 -0.420 0.313
H 1.829 -1.282 0.490
H 1.458 1.147 -0.729
H -1.333 -0.321 -4.215
H -0.160 0.211 0.692
H -0.670 1.184 0.056

[4]
Molecular formula: CH3OS
Method: DFT, ωB97M-V with the def2-TZVPD basis set

Output
ΔE to the lowest compared entry with this formula, charge and spin	1.2	kcal per mole
calculated total energy	-513.3360	Ha
2S+1	1
total charge	-1
HOMO-LUMO gap	6.71	eV

Last column: natural (NBO) charge in e.
Cartesian coordinates (Å):
S 2.36445 1.25167 -0.26396  -1.05
H 1.53037 0.89379 0.73145  0.07
O -2.12663 -0.72334 -0.38088  -0.56
C -0.96051 -0.52297 -0.11005  0.28
H -0.50946 -0.94860 0.79969  0.10
H -0.29822 0.04945 -0.77625  0.16

Cartesian forces, eV/Å:
S -0.159 -0.092 0.023
H 0.083 0.041 0.009
O 0.408 0.062 0.268
C -0.566 -0.161 -0.594
H 0.082 0.077 0.116
H 0.152 0.073 0.177

[5]
Molecular formula: C25H31FN5O2PtS2
Method: DFT, ωB97M-V with the def2-TZVPD basis set

Output
ΔE to the lowest compared entry with this formula, charge and spin	29.5	kcal per mole
calculated total energy	-2410.8277	Ha
2S+1	1
total charge	+1
HOMO-LUMO gap	7.84	eV

Last column: natural (NBO) charge in e.
Cartesian coordinates (Å):
Pt 0.73047 0.41780 0.28364  0.99
C 2.92598 -0.93772 -1.48987  -0.25
N 1.67112 -0.19158 -1.45551  -0.46
C 1.23785 0.42464 -2.49614  0.17
C 0.26905 1.41856 -2.32475  -0.05
C -0.41937 2.27298 -3.18495  -0.20
C -1.22094 3.06691 -2.37139  -0.32
C -0.98594 2.65868 -1.05249  -0.03
N -0.08669 1.67705 -1.03428  -0.51
C 3.86928 -0.54249 -0.37777  -0.05
C 4.51184 -1.51004 0.38140  -0.22
C 5.41130 -1.14814 1.37713  -0.20
C 5.68166 0.19214 1.61431  -0.21
C 5.04060 1.16496 0.85628  -0.22
C 4.13158 0.80077 -0.12539  -0.16
H 3.42029 -0.76771 -2.44858  0.22
H 2.72185 -2.00678 -1.41378  0.22
H 1.65297 0.18678 -3.47334  0.21
H -0.33314 2.29450 -4.26097  0.23
H -1.90213 3.84392 -2.68134  0.24
H -1.43089 3.03262 -0.13992  0.21
H 4.31159 -2.55846 0.18840  0.21
H 5.91050 -1.91551 1.95704  0.22
H 6.40070 0.47558 2.37235  0.22
H 5.27701 2.21115 1.01539  0.21
H 3.64923 1.56149 -0.73014  0.21
C -1.66676 -1.20618 3.47270  -0.24
O -1.10407 -0.44587 2.40514  -0.56
H -2.37919 -1.93975 3.09037  0.19
H -2.16852 -0.55953 4.19570  0.18
H -0.84343 -1.72096 3.96414  0.19
C 1.37024 4.11866 1.02241  -0.82
S 1.03424 3.24978 2.54843  1.27
C 2.55406 3.69439 3.38840  -0.81
O 1.19885 1.77529 2.21118  -1.05
H 1.56892 5.16741 1.24695  0.25
H 0.49985 4.03175 0.37962  0.26
H 2.22942 3.63663 0.55343  0.25
H 2.41176 4.66537 3.86318  0.25
H 3.38212 3.71655 2.68056  0.24
H 2.73177 2.93488 4.14841  0.25
C 2.90468 -5.43751 0.49054  -0.60
C 1.52752 -4.78704 0.66342  -0.45
C 1.60762 -3.40967 1.23630  0.08
N 1.24101 -2.34452 0.62969  -0.26
N 1.44382 -1.18838 1.36383  -0.41
C 1.96900 -1.41106 2.54821  0.29
N 2.24482 -0.45153 3.43336  -0.79
S 2.26624 -3.08697 2.82916  0.37
H 2.79530 -6.45053 0.10576  0.23
H 3.43599 -5.49570 1.44275  0.21
H 3.51836 -4.87092 -0.21006  0.21
H 0.90479 -5.41291 1.30610  0.23
H 1.02338 -4.69252 -0.29804  0.24
H 1.93354 0.48868 3.19780  0.45
H 2.59332 -0.67649 4.34585  0.41
F -4.82875 2.21923 -0.57601  -0.31
C -3.92492 1.55756 0.16488  0.39
C -3.54453 2.09290 1.38118  -0.29
C -2.59469 1.42078 2.13713  -0.21
C -2.04501 0.23876 1.65934  0.23
C -2.44512 -0.28585 0.43845  -0.24
C -3.39659 0.37883 -0.32098  -0.25
H -3.98757 3.02019 1.72004  0.24
H -2.26982 1.81522 3.09276  0.22
H -2.02401 -1.22602 0.10365  0.24
H -3.73709 -0.00721 -1.27252  0.24

Cartesian forces, eV/Å:
Pt 1.159 -0.040 -0.258
C -0.043 -0.552 0.190
N -0.116 0.050 1.254
C 0.069 0.184 -0.755
C -0.132 -0.074 -0.668
C -0.046 0.008 -0.175
C -0.099 0.095 0.006
C -0.277 0.333 0.137
N 0.174 -0.093 0.701
C -0.037 0.171 -0.065
C 0.038 -0.013 -0.014
C 0.006 0.004 -0.009
C -0.047 -0.045 -0.027
C 0.026 0.036 0.040
C 0.131 0.005 -0.069
H -0.123 0.081 -0.085
H -0.058 0.018 0.017
H 0.093 0.152 0.037
H -0.039 0.032 0.063
H 0.035 -0.039 0.024
H -0.024 -0.078 -0.080
H 0.009 0.007 0.010
H -0.013 0.027 -0.023
H -0.020 0.004 -0.007
H -0.039 -0.026 0.001
H -0.019 -0.009 0.040
C 0.036 0.013 -0.003
O -0.055 0.033 0.140
H -0.018 -0.016 -0.021
H -0.015 0.016 -0.004
H 0.017 -0.003 -0.010
C -0.009 0.013 -0.001
S -0.035 0.113 -0.190
C 0.030 -0.098 0.030
O -0.300 -0.048 -0.055
H -0.002 -0.042 0.012
H 0.007 0.022 -0.033
H -0.002 0.046 0.026
H 0.028 -0.018 -0.038
H -0.027 -0.041 0.035
H -0.037 0.069 0.045
C -0.096 0.049 0.057
C 0.127 -0.021 -0.016
C 0.071 0.151 0.203
N -0.004 0.038 0.137
N -0.079 -0.541 -0.484
C -0.082 0.152 -0.176
N -0.025 -0.006 -0.057
S -0.014 -0.098 0.039
H 0.012 0.026 0.003
H 0.008 -0.020 -0.040
H 0.015 -0.005 0.001
H -0.032 0.039 -0.003
H -0.040 -0.013 0.015
H 0.033 0.006 0.072
H 0.007 -0.004 -0.005
F -0.027 -0.010 0.006
C 0.034 0.019 -0.006
C 0.006 0.030 0.044
C 0.065 0.110 -0.046
C -0.135 -0.098 0.102
C -0.108 -0.079 -0.013
C -0.011 -0.025 -0.037
H -0.004 -0.022 -0.002
H -0.024 -0.028 -0.004
H 0.029 0.031 -0.010
H 0.044 0.021 0.002